Formula: C39H98O10
Source: OMol25
Level of theory: ωB97M-V/def2-TZVPD

Calculated values
**Total energy**: -2296.7917 a.u.
**Orbital gap (alpha / beta)**: 1.4635 / 9.7229 eV
**HOMO energy (alpha / beta)**: 0.98 / -7.35 eV
**E_LUMO (alpha / beta)**: 2.444 / 2.374 eV

```
! RIJCOSX wB97M-V def2-TZVPD def2/J DEFGRID3
* xyz -1 2
C -3.7129 -0.2348 -2.6424
C -5.0562 0.5041 -2.2676
O -6.0984 0.2245 -3.1380
C -6.1531 1.2195 -4.2339
C -7.2427 0.7037 -5.2338
H -3.3632 0.0642 -3.6305
H -2.8727 0.0861 -2.0266
H -3.8619 -1.3058 -2.5052
H -5.2007 0.2235 -1.2243
H -4.8625 1.5767 -2.2636
H -6.3956 2.1718 -3.7622
H -5.2015 1.3506 -4.7490
H -7.6041 1.4797 -5.9085
H -8.0706 0.4112 -4.5880
H -6.8609 -0.1537 -5.7880
C 4.9681 -2.4754 7.0732
C 4.1451 -1.3732 6.4546
O 4.0109 -1.6185 5.0646
C 3.0972 -0.8531 4.3831
C 3.5534 -0.8081 2.9384
H 4.6820 -3.4247 6.6202
H 6.0162 -2.2705 6.8553
H 4.8861 -2.6328 8.1487
H 3.1391 -1.3981 6.8735
H 4.5961 -0.4138 6.7079
H 2.1753 -1.4134 4.5389
H 2.9822 0.1319 4.8355
H 4.6080 -0.5331 2.9618
H 3.1355 -0.0543 2.2711
H 3.5529 -1.7815 2.4480
C -3.5523 5.0603 0.9918
C -3.1682 3.7429 0.3648
O -3.7007 3.5427 -1.0335
C -2.8917 3.9533 -2.1249
C -3.1664 3.4569 -3.5078
H -3.4192 5.1530 2.0697
H -2.9329 5.8824 0.6333
H -4.6043 5.3269 0.8900
H -2.1084 3.5171 0.4831
H -3.6508 2.9834 0.9798
H -2.9008 5.0428 -2.0956
H -1.8415 3.7517 -1.9138
H -3.0225 2.3766 -3.5260
H -2.5516 3.9978 -4.2273
H -4.1988 3.6584 -3.7932
C 4.7551 -5.3520 -4.1140
C 4.5840 -4.4320 -2.8981
O 5.6450 -3.5188 -2.7443
C 5.4412 -2.4823 -1.7793
C 6.8124 -2.3150 -0.9316
H 4.6154 -4.7758 -5.0287
H 5.6361 -5.9923 -4.0704
H 3.9033 -6.0319 -4.1273
H 3.6504 -3.8777 -2.9946
H 4.4248 -4.9292 -1.9412
H 5.3047 -1.6009 -2.4058
H 4.6361 -2.6131 -1.0562
H 7.7076 -2.0797 -1.5074
H 7.1374 -3.2100 -0.4010
H 6.6253 -1.6443 -0.0929
C 1.2725 5.0578 -1.3691
C 2.6407 5.1693 -0.5741
O 3.0792 3.8757 -0.3731
C 4.2644 3.9190 0.3653
C 4.6305 2.4283 0.6381
H 0.9707 6.0599 -1.6739
H 1.5064 4.4747 -2.2598
H 0.3905 4.6830 -0.8497
H 3.3269 5.8290 -1.1052
H 2.4678 5.7560 0.3282
H 5.0123 4.5411 -0.1263
H 4.0829 4.3695 1.3411
H 3.8580 1.8589 1.1550
H 5.5237 2.2738 1.2433
H 4.8196 1.8955 -0.2939
C -0.6464 -2.9613 3.1200
C 0.0880 -4.1700 2.7036
O 0.1393 -4.0042 1.3341
C 0.6766 -5.1286 0.6419
C 1.1076 -4.7677 -0.8158
H -0.3459 -2.0461 2.6099
H -1.6935 -3.1870 2.9177
H -0.6113 -2.7763 4.1936
H 1.0838 -4.1146 3.1434
H -0.4048 -5.0600 3.0949
H 1.5756 -5.5265 1.1125
H -0.1160 -5.8768 0.6334
H 1.5158 -5.6243 -1.3521
H 1.8860 -4.0049 -0.7973
H 0.3084 -4.3414 -1.4221
C -0.2286 2.0631 5.4344
C -1.1366 2.3986 4.2020
O -0.9363 3.7185 3.7336
C 0.2099 3.8277 3.0136
C 0.5330 5.2491 2.5720
H -0.6362 1.2103 5.9772
H 0.7612 1.7633 5.0901
H -0.2344 2.8196 6.2192
H -0.9437 1.7237 3.3681
H -2.1444 2.1382 4.5256
H 1.0250 3.5225 3.6697
H 0.2464 3.1219 2.1837
H -0.0526 5.9203 3.2003
H 0.0316 5.3210 1.6069
H 1.5578 5.6171 2.5206
C -3.4442 -0.6154 1.7513
C -4.6035 -1.5409 2.0516
O -4.2379 -2.9249 2.2497
C -5.3420 -3.6082 2.9155
C -4.9173 -5.0925 2.9626
H -3.0191 -0.9307 0.7985
H -3.9586 0.3073 1.4829
H -2.6650 -0.6806 2.5108
H -5.0473 -1.2985 3.0172
H -5.4767 -1.2869 1.4506
H -5.7050 -3.1759 3.8479
H -6.1550 -3.4568 2.2054
H -3.9363 -5.3516 3.3610
H -4.7958 -5.4273 1.9324
H -5.5943 -5.8183 3.4131
C 0.6611 1.3424 -4.1897
C -0.1634 0.0594 -4.2823
O -0.2460 -0.4759 -5.5425
C -1.1746 -1.5280 -5.6027
C -1.2913 -1.8366 -7.1312
H 0.4400 1.9781 -3.3323
H 1.7382 1.1808 -4.2326
H 0.4261 1.8685 -5.1149
H 0.2715 -0.7224 -3.6595
H -1.1322 0.3982 -3.9154
H -0.7184 -2.3361 -5.0309
H -2.1779 -1.2700 -5.2639
H -1.5746 -0.9514 -7.7007
H -2.0711 -2.5925 -7.2241
H -0.3772 -2.2332 -7.5729
C 2.4686 -0.1956 -0.6683
C 1.3500 0.8221 -0.3232
C -0.0431 0.1622 -0.0142
O 1.5732 1.7268 0.7230
H 2.4484 -1.0677 -0.0148
H 3.4534 0.2697 -0.6250
H 2.4052 -0.6059 -1.6762
H 1.1557 1.4588 -1.1863
H -0.8525 0.8845 0.0909
H -0.0335 -0.3984 0.9205
H -0.2587 -0.5071 -0.8472
H 1.9992 2.4604 0.2736
*
```

***

Formula: C3Cl2F7P
Source: OMol25
Level of theory: ωB97M-V/def2-TZVPD

Calculated values
**Total energy**: -2075.0280 a.u.
**Orbital gap**: 9.5757 eV
**HOMO energy**: -10.52 eV
**E_LUMO**: -0.945 eV

```
! RIJCOSX wB97M-V def2-TZVPD def2/J DEFGRID3
* xyz 0 1
C 0.0515 0.9439 0.5384
C -2.1830 -0.3639 -0.3801
C 3.7035 -0.5619 -1.2263
F 0.0115 1.9033 -0.3052
F 1.2794 0.7830 1.0148
F -0.8142 1.2285 1.5270
F -2.7019 -1.3465 -1.0991
F -2.8257 -0.3052 0.8103
F -2.4202 0.7748 -1.0755
F 2.3492 -0.5695 -1.0296
P -0.3042 -0.7319 -0.3362
Cl 4.4447 -0.0956 0.1657
Cl -0.5908 -1.6590 1.3959
*
```

***

Formula: C3CsO2
Source: OMol25
Level of theory: ωB97M-V/def2-TZVPD

Calculated values
**Total energy**: -284.6829 a.u.
**ΔE to the lowest compared entry with this formula, charge and spin**: 0.744 eV
**Orbital gap (alpha / beta)**: 2.1513 / 2.1527 eV
**HOMO energy (alpha / beta)**: -1.46 / -1.46 eV
**E_LUMO (alpha / beta)**: 0.693 / 0.694 eV

```
! RIJCOSX wB97M-V def2-TZVPD def2/J DEFGRID3
* xyz -1 1
O -0.0045 -0.9020 0.0468
C -2.0822 -0.6867 -0.0011
C -1.8865 0.5952 -0.0459
O -0.5944 1.1784 -0.0382
C 0.4344 0.2870 0.0370
Cs 4.1333 -0.4719 0.0014
*
```

***

Formula: C3ErLi2O3
Source: OMol25
Level of theory: ωB97M-V/def2-TZVPD

Calculated values
**Total energy**: -1369.4643 a.u.
**ΔE to the lowest compared entry with this formula, charge and spin**: 2.490 eV
**Orbital gap (alpha / beta)**: 6.5297 / 5.8533 eV
**HOMO energy (alpha / beta)**: -15.30 / -15.31 eV
**E_LUMO (alpha / beta)**: -8.772 / -9.457 eV

```
! RIJCOSX wB97M-V def2-TZVPD def2/J DEFGRID3
* xyz 2 5
O -2.5515 0.6124 -0.0179
C -1.4592 1.0371 -0.1649
O -0.6062 1.8105 0.1273
Er 1.8577 2.0630 0.1098
Li -2.4395 -1.6059 -0.1375
C -0.4625 -1.0963 -0.5106
C 0.6285 -0.9781 0.0743
O 1.7494 -0.4486 0.4105
Li 3.2833 -1.3941 0.1089
*
```

***

Formula: C3F10N2
Source: OMol25
Level of theory: ωB97M-V/def2-TZVPD

Calculated values
**Total energy**: -1222.0293 a.u.
**ΔE to the lowest compared entry with this formula, charge and spin**: 2.696 eV
**Orbital gap (alpha / beta)**: 9.5911 / 5.9482 eV
**HOMO energy (alpha / beta)**: -12.11 / -9.85 eV
**E_LUMO (alpha / beta)**: -2.516 / -3.902 eV

```
! RIJCOSX wB97M-V def2-TZVPD def2/J DEFGRID3
* xyz 0 1
C 1.0771 -0.2202 -0.2658
C -0.2287 -0.7226 0.2949
C 1.1113 1.3042 -0.5891
N -0.2180 -1.4459 1.3939
N -1.3967 -0.2302 -0.2855
F 1.4067 -0.8905 -1.4201
F 2.1231 -0.5644 0.6183
F -2.4109 2.0446 -0.9389
F 0.3348 2.0447 0.1925
F 0.7327 1.4995 -1.8997
F 2.3650 1.7837 -0.4222
F -0.0235 -0.8727 2.6213
F -1.3071 -2.1881 1.6782
F -1.7136 -0.5953 -1.5431
F -2.4581 -0.5372 0.4488
*
```

***

Formula: C3F3O3
Source: OMol25
Level of theory: ωB97M-V/def2-TZVPD

Calculated values
**Total energy**: -639.6648 a.u.
**ΔE to the lowest compared entry with this formula, charge and spin**: 0.000 eV
**Orbital gap**: 9.3409 eV
**HOMO energy**: -5.27 eV
**E_LUMO**: 4.068 eV

```
! RIJCOSX wB97M-V def2-TZVPD def2/J DEFGRID3
* xyz -1 1
C -0.0419 -0.9166 1.4202
C 0.4233 0.1543 0.1073
C -0.3641 0.5705 -0.9763
O -1.0888 -0.5029 1.8897
O 0.6483 -1.9212 1.4632
O 0.0512 1.5075 -0.1452
F 1.8870 -0.0718 -0.2689
F -1.7387 0.4266 -1.2727
F 0.2238 0.7535 -2.2174
*
```